Record 1
Formula: C4H10N3
Source: the OMol25 dataset
Level of theory: wB97M-V/def2-TZVPD

Kohn-Sham gap (spin up / spin down) in eV: 8.61 / 8.61
Relative energy (zero: lowest compared OMol25 entry of this formula, charge and spin) in kcal/mol: 114.4
Charge: +1

Last column: Löwdin charge in e.
Element x y z (Å)
N: 0.2504 0.3423 -1.1764  0.0643
N: -0.8514 -0.4704 -0.5786  -0.0308
N: 2.0569 0.8977 0.4489  0.0912
C: -0.2967 -1.4307 0.2733  -0.1315
C: 1.4625 -0.0684 -0.4087  -0.3551
C: 0.9849 -1.3157 0.4103  0.0404
C: -2.1718 0.7353 0.4464  0.2595
H: 1.5097 -1.9128 1.1950  0.1517
H: 2.3816 1.7112 -0.1161  0.1193
H: -0.0294 1.2853 -1.4549  0.1395
H: -2.6427 -0.0892 0.9004  0.0572
H: -0.8936 -2.1954 0.7042  0.1291
H: 2.1822 -0.4368 -1.1406  0.1451
H: -2.5404 1.2707 -0.3974  0.0609
H: -1.5601 -0.8231 -1.3186  0.2078
H: -1.5545 1.3811 0.9345  0.0310
H: 1.7123 1.1188 1.2782  0.0204



Record 2
Formula: C4H10N3
Source: the OMol25 dataset
Level of theory: wB97M-V/def2-TZVPD

Kohn-Sham gap in eV: 9.78
Relative energy (zero: lowest compared OMol25 entry of this formula, charge and spin) in kcal/mol: 62.9
Charge: +1

Last column: Löwdin charge in e.
Element x y z (Å)
N: 3.5179 -0.3100 0.3948  0.0374
N: -2.3181 0.4049 0.6614  0.0915
N: -0.1465 0.2679 -0.4924  -0.1380
C: 0.1921 -1.0750 -0.9772  -0.0032
C: 4.4120 -0.4230 1.0868  -0.0684
C: -0.9242 0.1776 0.8433  -0.1700
C: 0.1259 1.3642 -1.0743  0.1599
H: 0.7795 1.3327 -1.9712  0.1307
H: 0.4907 -1.1580 -1.9619  0.0716
H: -0.7729 -1.6137 -0.8363  0.1224
H: -2.8865 -0.2845 0.3262  0.0538
H: -0.1575 2.4329 -0.7086  0.1627
H: 5.3185 -0.6446 1.6764  0.0860
H: -2.7070 1.3194 0.6098  0.0911
H: 1.0961 -1.4379 -0.3811  0.1189
H: -0.4844 0.7791 1.5637  0.1088
H: -0.5898 -0.8299 1.2029  0.1446



Record 3
Formula: C4H10N3
Source: the OMol25 dataset
Level of theory: wB97M-V/def2-TZVPD

Kohn-Sham gap in eV: 9.07
Relative energy (zero: lowest compared OMol25 entry of this formula, charge and spin) in kcal/mol: 72.4
Charge: +1
Structure (SMILES): C=N/C(CC)=[NH+]\N

Last column: Löwdin charge in e.
Element x y z (Å)
N: 0.8304 0.6259 0.4175  0.0962
N: 1.8506 -2.0321 -0.0612  0.1054
N: 0.6686 -1.5382 -0.4991  0.0518
C: 0.2495 -0.2641 -0.3225  -0.2504
C: 1.2155 1.8057 0.4977  0.1119
C: -1.1546 0.1430 -0.6553  -0.1306
C: -1.9385 0.4374 0.6411  -0.0445
H: -1.6754 -0.5222 -1.2980  0.1172
H: -1.0957 1.0183 -1.2097  0.1018
H: 0.2640 -1.9685 -1.2845  0.1603
H: 2.4332 -2.3192 -0.7898  0.0960
H: 2.3518 -1.3769 0.4888  0.0952
H: -1.9817 -0.5750 1.1769  0.1252
H: -2.9511 0.7179 0.4437  0.0797
H: -1.5824 1.2040 1.2218  0.0408
H: 1.1505 2.5148 -0.3224  0.1167
H: 1.3651 2.1292 1.5550  0.1275



Record 4
Formula: C4H10N3
Source: the OMol25 dataset
Level of theory: wB97M-V/def2-TZVPD

Kohn-Sham gap in eV: 7.87
Relative energy (zero: lowest compared OMol25 entry of this formula, charge and spin) in kcal/mol: 83.8
Charge: +1
Structure (SMILES): C=C/C=[NH+]/CNN

Last column: Löwdin charge in e.
Element x y z (Å)
N: -2.4419 -1.0771 -0.2530  0.0045
N: -2.4606 0.3025 -0.2492  -0.1575
N: -0.1362 0.4402 -0.1650  0.1056
C: 1.0828 0.2701 0.2463  -0.0504
C: 2.2380 -0.2042 -0.4108  -0.1171
C: 3.4908 -0.3828 0.0913  0.1378
C: -1.3853 0.8440 0.4687  -0.2076
H: -2.4146 -1.4357 -1.2272  0.1068
H: -3.3500 0.7769 -0.0177  0.1528
H: -1.2182 0.5171 1.5820  0.1739
H: -1.5896 1.8612 0.3063  0.1206
H: -3.2513 -1.4098 0.2194  0.0797
H: 1.2957 0.4616 1.2512  0.1312
H: 3.6053 -0.3301 1.1834  0.0886
H: -0.0851 0.3773 -1.2067  0.1892
H: 4.4949 -0.5067 -0.2958  0.0936
H: 2.1253 -0.5045 -1.5231  0.1483



Record 5
Formula: C4H10N3
Source: the OMol25 dataset
Level of theory: wB97M-V/def2-TZVPD

Kohn-Sham gap in eV: 11.48
Relative energy (zero: lowest compared OMol25 entry of this formula, charge and spin) in kcal/mol: 72.9
Charge: +1

Last column: Löwdin charge in e.
Element x y z (Å)
N: 0.4282 -1.3911 0.2116  0.0813
N: 1.7374 -1.1077 -0.2299  0.1418
N: 2.4009 1.2181 -0.1549  0.2676
C: -2.1340 -0.2043 -0.3166  -0.0700
C: 1.6351 0.1559 -0.0181  -0.3245
C: -0.9112 0.6987 -0.0904  -0.1679
C: 0.2350 0.0465 0.6211  -0.1374
H: 1.9892 2.0198 0.0991  0.0890
H: -0.4782 1.1322 -0.9734  0.1242
H: -0.2700 -1.5012 -0.4636  0.1081
H: -1.3216 1.4438 0.5216  0.1077
H: -2.2742 -0.7892 0.5224  0.0500
H: 0.3912 -2.2598 0.8296  0.2321
H: -3.1216 0.2824 -0.4790  0.1089
H: 3.2564 1.0726 -0.5511  0.1090
H: 0.4338 0.1343 1.6679  0.1636
H: -1.9965 -0.9510 -1.1962  0.1165



Record 6
Formula: C4H10N3O
Source: the OMol25 dataset
Level of theory: wB97M-V/def2-TZVPD

Kohn-Sham gap in eV: 10.83
Relative energy (zero: lowest compared OMol25 entry of this formula, charge and spin) in kcal/mol: 66.6
Charge: +1
Structure (SMILES): NC(=O)N([NH3+])C1CC1

Last column: Löwdin charge in e.
Element x y z (Å)
O: 0.7621 -0.1268 -2.4283  0.1169
N: -0.1897 -1.5696 -0.6509  0.1381
N: 1.5944 1.5821 -1.1275  0.2523
N: 0.7319 -0.6462 -0.1368  -0.0176
C: -0.9955 0.9602 1.0084  -0.0734
C: -1.1932 -0.4377 1.5156  -0.1019
C: 1.1618 0.3974 -1.4399  -0.3983
C: 0.1614 -0.0212 1.0651  -0.2722
H: 0.9288 0.2256 1.7869  0.1431
H: -1.3747 1.1993 0.0434  0.0998
H: -1.4826 -0.6390 2.5211  0.1105
H: -0.3637 -1.1732 -1.6087  0.1519
H: 2.2086 1.6807 -0.3502  0.1366
H: -1.8820 -1.0795 0.7948  0.1294
H: -1.1526 -1.7039 -0.1487  0.1647
H: -1.1409 1.7530 1.7394  0.1185
H: 0.2786 -2.4528 -0.6653  0.1693
H: 1.9474 2.0515 -1.9183  0.1322



Record 7
Formula: C4H10N3O2
Source: the OMol25 dataset
Level of theory: wB97M-V/def2-TZVPD

Kohn-Sham gap (spin up / spin down) in eV: 7.57 / 7.57
Relative energy (zero: lowest compared OMol25 entry of this formula, charge and spin) in kcal/mol: 89.3
Charge: +1

Last column: Löwdin charge in e.
Element x y z (Å)
O: -0.3177 1.2853 -0.3249  -0.0419
O: -1.8095 -0.7485 0.6016  0.2318
N: 0.7480 -0.7247 -0.6848  -0.0444
N: -0.2313 -1.3296 -1.5095  0.0696
N: 0.6305 0.8487 -2.4284  0.0623
C: -0.1051 0.0278 2.2444  -0.0747
C: -0.8940 -0.3297 1.1677  -0.1071
C: -0.4081 -0.4643 3.4622  0.1744
C: 0.7850 0.6696 -0.9862  -0.5148
H: 0.2256 -0.2649 4.3098  0.0972
H: 1.7331 1.0570 -0.5847  0.1492
H: -0.2166 2.2438 -0.2681  0.1235
H: 0.2514 1.7571 -2.6637  0.0997
H: 0.7716 0.6322 2.0730  0.1302
H: -1.1788 -1.3429 -1.0406  0.1300
H: -0.2690 -0.6904 -2.3645  0.1401
H: -1.2828 -1.0725 3.6318  0.1007
H: 0.0483 -2.2907 -1.7324  0.1662
H: 1.5193 0.7366 -2.9026  0.1078



Record 8
Formula: C4H10N3O2
Source: the OMol25 dataset
Level of theory: wB97M-V/def2-TZVPD

Kohn-Sham gap (spin up / spin down) in eV: 7.44 / 8.17
Relative energy (zero: lowest compared OMol25 entry of this formula, charge and spin) in kcal/mol: 220.3
Charge: +1

Last column: Löwdin charge in e.
Element x y z (Å)
O: 3.7054 0.9190 0.2423  0.0463
O: 1.6596 1.4680 -0.4662  0.0435
N: 2.5928 0.5201 -0.1150  -0.3549
N: -1.1002 0.8905 -0.3879  -0.0054
N: -0.8976 -1.5595 -0.0136  0.1563
C: -0.4735 -0.4791 -0.2930  -0.1639
C: 2.4529 -2.0566 0.0078  -0.0310
C: -2.2851 1.2608 0.4386  0.0020
C: 2.1164 -0.6340 0.0304  0.0168
H: -3.0403 1.9543 -0.1506  0.1560
H: 2.1577 2.2683 -0.4119  0.1190
H: -0.3175 1.5417 -0.1554  0.1314
H: -2.7706 0.3368 0.6822  0.0720
H: -1.0927 1.0066 -1.4922  0.2375
H: -1.9237 1.7198 1.3433  0.0987
H: -1.8918 -1.9427 0.2040  0.1531
H: 2.6142 -2.2932 -1.0866  0.1181
H: 1.4975 -2.5918 0.3478  0.0980
H: 3.3689 -2.1555 0.6038  0.1065



no.,molecular weight (g/mol)
1,100.1
2,100.1
3,100.1
4,100.1
5,100.1
6,116.1
7,132.1
8,132.1